Density functional theory data (the ωB97M-V functional and the def2-TZVPD basis) for a gas-phase ion, C17H23 (charge +1) in a non-equilibrium geometry.

Structure (XYZ):
```
40
Properties=species:S:1:pos:R:3:forces:R:3:nbo_charge:R:1
C -1.9242 0.0728 1.3055 -0.33 0.14 0.00 -0.613
C -0.8699 0.4873 0.2539 0.46 1.06 1.49 -0.225
C 0.5688 0.3175 0.7686 0.10 -0.15 0.04 -0.057
C 1.4078 1.4456 0.8914 -0.19 -0.32 -0.13 0.002
C 0.8824 2.8485 0.7136 0.12 0.34 -0.09 -0.634
C 2.7521 1.2679 1.2073 -0.08 -0.22 0.10 -0.208
C 3.2725 -0.0015 1.4729 -0.30 0.14 -0.06 0.016
C 4.7249 -0.1640 1.7859 0.31 -0.06 0.07 -0.633
C 2.4116 -1.0991 1.4480 0.13 0.30 -0.01 -0.207
C 1.0691 -0.9578 1.1045 0.08 0.38 -0.09 -0.004
C 0.2213 -2.1983 1.1258 -0.11 -0.51 -0.05 -0.640
H -2.6759 0.8703 1.3777 0.05 -0.34 0.09 0.221
H -2.4457 -0.8627 1.0851 0.12 0.20 0.18 0.202
H -1.4472 -0.0326 2.2890 -0.18 0.07 -0.31 0.244
H -1.0270 1.5721 0.1720 0.17 -0.30 0.05 0.227
H 1.7147 3.5612 0.7397 -0.22 -0.13 -0.02 0.235
H 0.3647 2.9907 -0.2451 0.14 0.07 0.20 0.188
H 0.1875 3.1366 1.5176 0.14 -0.15 -0.24 0.228
H 3.4081 2.1427 1.2497 -0.19 -0.30 0.04 0.215
H 4.9795 -1.2233 1.8652 0.09 0.15 0.00 0.220
H 5.3379 0.2912 0.9990 -0.05 -0.13 0.16 0.227
H 4.9884 0.3249 2.7315 -0.06 -0.09 -0.16 0.231
H 2.7921 -2.0967 1.6906 -0.08 0.38 -0.07 0.214
H 0.8612 -3.0721 1.3072 -0.22 0.22 -0.06 0.234
H -0.5362 -2.1894 1.9242 0.21 0.09 -0.26 0.226
H -0.2922 -2.3786 0.1733 0.17 0.01 0.30 0.197
C -1.8796 -1.3547 -1.3582 0.12 -0.27 -0.61 -0.408
C -3.1757 -1.2298 -2.1799 0.46 -0.59 0.09 -0.520
C -3.1416 -0.1841 -3.2218 -0.18 0.05 0.96 0.217
C -2.3268 0.9221 -3.1052 -0.08 0.75 -0.84 -0.390
C -1.3655 1.0262 -2.1173 0.16 -0.92 0.55 0.246
C -1.0306 -0.0667 -1.1649 -0.08 -0.83 -0.94 -0.332
H -2.1343 -1.8374 -0.4098 0.21 0.25 -0.36 0.249
H -1.2343 -2.0615 -1.9011 -0.25 0.12 0.22 0.230
H -3.3469 -2.2037 -2.6681 -0.23 0.30 0.13 0.269
H -4.0294 -1.0981 -1.4883 -0.03 0.30 -0.58 0.286
H -3.8453 -0.2774 -4.0495 0.15 0.20 0.09 0.241
H -2.4374 1.7594 -3.8044 0.04 -0.46 0.17 0.262
H -0.7727 1.9454 -2.0284 -0.28 -0.28 -0.05 0.236
H -0.0060 -0.3927 -1.4572 -0.30 0.51 0.00 0.306
```
Forces are in eV/Å.

Properties
HOMO	-11.30	eV
net charge	+1
orbital gap	4.97	eV
LUMO energy	-6.324	eV

Density functional theory data (the ωB97M-V functional and the def2-TZVPD basis) for C6H11N in the gas phase in a non-equilibrium geometry.

Structure (XYZ):
```
18
Properties=species:S:1:pos:R:3:forces:R:3:nbo_charge:R:1
C -2.5998 0.5975 -0.7885 -1.54 -1.58 -0.11 -0.392
C -2.0109 -0.1128 0.2153 0.38 2.49 -0.24 -0.205
C -1.1137 0.8010 1.1908 -3.26 1.12 -1.63 -0.255
N 0.1774 1.0477 0.5659 -0.92 -0.41 2.04 -0.622
C 0.9025 -0.1308 0.6598 3.11 -2.82 -2.16 -0.025
C 2.1432 -0.3563 0.0243 -3.52 -0.97 2.14 -0.241
C 2.4304 -1.4020 -1.0462 -0.50 -1.00 1.85 -0.635
H -2.7045 1.6980 -0.8921 0.89 -0.74 0.59 0.199
H -3.2862 0.1469 -1.5742 1.13 0.01 1.09 0.196
H -2.0517 -1.2143 0.3769 -0.07 1.07 -0.46 0.215
H -1.1692 0.3991 2.2364 0.46 0.50 -0.72 0.185
H -1.6085 1.8520 1.0801 0.45 -1.90 0.91 0.199
H 0.4878 1.8841 1.0119 1.18 0.60 0.03 0.376
H 0.2840 -0.9856 1.0402 0.53 0.57 -1.12 0.172
H 2.7691 0.4651 0.1491 1.25 1.58 -0.94 0.182
H 1.7382 -2.2980 -1.1076 1.04 0.93 0.50 0.218
H 3.4625 -1.5912 -1.3111 0.36 -0.58 0.73 0.213
H 2.1494 -0.8005 -1.8309 -0.95 1.13 -2.49 0.221
```
Forces are in eV/Å.

Properties
HOMO	-7.37	eV
orbital gap	8.53	eV
structure (SMILES)	C=CCN/C=C/C
LUMO energy	1.159	eV

Density functional theory data (the ωB97M-V functional and the def2-TZVPD basis) for a gas-phase ion, C6H6N3O (charge +1) in a non-equilibrium geometry.

Structure (XYZ):
```
16
Properties=species:S:1:pos:R:3:forces:R:3:nbo_charge:R:1
H -0.4459 -0.6574 2.9475 -0.95 -0.42 -0.94 0.364
N -1.0811 -0.8886 2.1394 0.71 0.32 2.14 -0.560
C -0.5937 -0.5441 1.0497 2.37 0.82 -0.66 0.295
C -1.1911 -0.7653 -0.2334 -0.01 0.87 -1.25 -0.680
C -2.3049 -1.4465 -0.3609 -1.41 -1.93 1.16 0.829
O -3.1989 -2.1652 -0.2934 0.45 0.86 -0.57 -0.338
C 0.8991 0.0442 0.8348 -0.69 1.45 3.23 -0.204
C 1.6246 -0.4624 -0.3073 2.03 0.72 0.56 -0.383
C 1.0174 0.8546 -0.4401 0.42 -0.24 0.51 0.221
N 0.4716 1.6875 -1.1218 0.67 1.33 0.20 0.125
N -0.1557 2.5276 -1.6671 -0.91 -0.32 -1.35 -0.175
H -0.8523 -0.2605 -1.1224 -0.14 -0.20 -0.07 0.246
H 1.5778 0.4895 1.7116 -1.92 -1.22 -1.77 0.297
H 2.6777 -0.6048 -0.1996 0.79 0.66 -0.08 0.286
H 1.2498 -1.1834 -0.8949 -1.71 -2.58 -1.98 0.262
H 0.3055 3.3748 -2.0422 0.30 -0.14 0.86 0.414
```
Forces are in eV/Å.

Properties
HOMO	-13.08	eV
net charge	+1
orbital gap	7.00	eV
structure (SMILES)	[H]/N=C(/C=C=O)[C@H]1CC1=[N+]=N
LUMO energy	-6.076	eV

Density functional theory data (the ωB97M-V functional and the def2-TZVPD basis) for CH2FPS in the gas phase in a non-equilibrium geometry.

Structure (XYZ):
```
6
Properties=species:S:1:pos:R:3:forces:R:3:nbo_charge:R:1
F 2.9287 0.1583 0.1051 -1.50 -0.41 -0.75 -0.615
P 1.5096 -0.6252 -0.4271 2.29 0.50 2.05 1.143
S -0.3640 -2.2168 0.0673 -0.58 -1.03 -0.15 -0.052
C 0.8983 -1.2263 0.9914 -2.11 -1.02 -0.10 -0.895
H 0.0578 -3.5594 -0.0810 0.25 1.56 0.41 0.137
H 0.5290 -1.2092 2.0675 1.64 0.40 -1.45 0.282
```
Forces are in eV/Å.

Properties
HOMO	-9.68	eV
orbital gap	9.20	eV
structure (SMILES)	FP1#[SH]=C1
LUMO energy	-0.476	eV

Density functional theory data (the ωB97M-V functional and the def2-TZVPD basis) for a molecular structure, Cl2H3NSi in a non-equilibrium geometry.

Structure (XYZ):
```
7
Properties=species:S:1:pos:R:3:forces:R:3:nbo_charge:R:1
N -1.2567 0.2190 0.3382 -1.62 -2.82 0.65 -1.318
Si 0.2243 0.2380 -0.4109 2.86 -2.66 -0.90 1.561
Cl 1.2976 1.8313 0.0891 -0.06 0.42 -0.10 -0.306
Cl 2.3790 -1.5285 0.0754 -1.90 1.34 -0.06 -0.679
H -1.1632 0.4824 1.3151 -0.45 0.16 0.02 0.419
H -1.8473 -0.7128 0.2822 1.61 2.61 0.03 0.441
H 0.3662 -0.5294 -1.6891 -0.45 0.95 0.36 -0.117
```
Forces are in eV/Å.

Properties
HOMO	-9.32	eV
orbital gap	9.32	eV
LUMO energy	-0.001	eV

Density functional theory data (the ωB97M-V functional and the def2-TZVPD basis) for a gas-phase ion, C4H9N2OS (charge -1) in a non-equilibrium geometry.

Structure (XYZ):
```
17
Properties=species:S:1:pos:R:3:forces:R:3:nbo_charge:R:1
C 1.2392 0.6199 -1.2600 0.30 1.30 0.32 -0.638
C 0.8469 -0.4662 -0.2706 0.35 -0.37 0.11 -0.054
C -0.1000 -1.5095 -0.9392 -0.17 -0.83 0.05 -0.536
S -1.8888 -1.4253 -0.5794 0.07 0.21 0.16 -0.715
N 0.3583 -0.0083 1.0588 -0.10 0.23 -0.73 -0.641
C -0.4730 1.0817 1.2231 0.42 0.11 -0.26 0.806
N -1.5728 0.8046 2.0310 -0.20 0.14 -0.05 -0.890
O -0.2235 2.1960 0.7897 -0.10 0.13 0.22 -0.680
H 0.9383 0.3576 -2.2623 -0.05 -0.13 -0.27 0.204
H 0.8122 1.5902 -1.0167 -0.49 -0.18 -0.03 0.254
H 2.3030 0.8847 -1.2746 0.12 -0.57 0.09 0.189
H 1.7540 -1.0077 0.0172 0.07 -0.08 -0.29 0.171
H 0.2506 -2.5265 -0.6846 -0.04 0.30 0.27 0.172
H 0.0300 -1.4982 -2.0276 0.12 0.37 0.11 0.183
H -0.0454 -0.8037 1.5130 -0.28 -0.42 0.23 0.386
H -2.1258 1.6469 2.1186 -0.04 -0.04 -0.04 0.368
H -2.1031 0.0637 1.5636 0.03 -0.17 0.13 0.420
```
Forces are in eV/Å.

Properties
HOMO	-2.82	eV
net charge	-1
orbital gap	6.80	eV
structure (SMILES)	C[C@H](C[S-])NC(N)=O
LUMO energy	3.983	eV